No. 1
Molecular formula: C2H11N4O2
Method: DFT, ωB97M-V with the def2-TZVPD basis set

```
19
Properties=species:S:1:pos:R:3:forces:R:3
C -0.650 0.226 -1.077 2.5370 1.2774 -2.0326
C -0.636 -0.834 -2.161 0.7981 -2.3314 -0.7221
N 1.072 -1.104 0.488 4.9321 3.0777 -0.7513
N 0.335 1.089 -1.326 -0.2438 -0.2973 -0.2964
N -1.681 -1.677 -2.216 -1.0249 -0.9224 -3.4156
N -0.433 0.690 2.052 1.1163 2.6129 1.3898
O -1.387 0.307 -0.131 -2.6836 -0.5229 0.6333
O 0.383 -1.048 -2.824 -0.8885 1.1513 0.7516
H 0.669 -1.944 0.549 -2.3009 -4.2889 0.7792
H 2.002 -1.232 0.981 -1.3779 0.0986 -0.2298
H 1.005 0.879 -2.054 -0.1590 0.0273 -0.0141
H 0.524 1.790 -0.656 0.2464 0.7741 0.3663
H -2.553 -1.425 -1.771 0.0490 0.0193 -0.0177
H -1.782 -2.156 -3.233 0.3394 1.2417 3.4799
H -0.669 -0.018 2.693 -0.7538 -1.5762 0.7038
H 0.520 0.453 1.738 -0.4702 -0.2533 -0.4971
H -0.316 1.512 2.702 -0.5614 -0.5188 -1.2371
H -1.107 0.743 1.158 0.9892 -0.0519 0.6583
H 1.459 -1.166 -0.477 -0.5434 0.4828 0.4517
```
Forces are in eV/Å.

Values from the calculation:
* energy above the lowest of the compared OMol25 structures with the same formula, charge and spin: 0.665 eV
* frontier orbital gap: 0.388 Eh
* max |F|: 5.9 eV Å⁻¹
* net charge: +1
* E_HOMO: -13.949 eV
* energy: -452.0959 hartree

Atom charges from the Mulliken analysis, given in e for atoms 1 to 8:
1. C 0.478
2. C 0.466
3. N -0.760
4. N -0.239
5. N -0.441
6. N -0.521
7. O -0.722
8. O -0.594

No. 2
Molecular formula: C3H7O3Rh
Method: DFT, ωB97M-V with the def2-TZVPD basis set

```
14
Properties=species:S:1:pos:R:3:forces:R:3
O -0.542 1.590 0.768 -3.3618 0.2212 -2.9602
C -1.270 1.052 -0.187 -0.0572 2.9582 2.3424
C -1.015 -0.219 -0.621 -0.3229 -2.7740 1.6384
O -0.267 -0.933 0.339 -1.9363 0.3392 -3.2511
C -0.320 -2.353 0.294 -0.0732 -2.0960 -0.0127
Rh 0.909 0.404 1.193 1.8785 0.9907 5.1550
H -2.226 1.521 -0.454 0.5312 0.3990 -0.3424
H -1.708 -0.809 -1.219 0.3971 0.1137 -0.3019
H 0.548 -2.724 0.848 -0.3089 0.0633 0.0085
H -1.260 -2.668 0.765 0.3412 -0.0204 -0.1091
H -0.254 -2.724 -0.738 -0.0848 0.2553 0.2192
O 2.409 0.181 0.009 1.3366 0.0690 -5.5347
H 2.208 0.319 -1.028 0.9582 -0.2958 3.0472
H 2.986 -0.591 0.039 0.7024 -0.2234 0.1014
```
Forces are in eV/Å.

Values from the calculation:
* energy above the lowest of the compared OMol25 structures with the same formula, charge and spin: 0.000 eV
* frontier orbital gap (spin up / spin down): 0.377 / 0.307 Eh
* max |F|: 5.7 eV Å⁻¹
* net charge: +2
* E_HOMO (spin up / spin down): -19.238 / -20.386 eV
* energy: -453.8747 hartree
* multiplicity: 5

Atom charges from the Mulliken analysis, given in e for atoms 1 to 8:
1. O -0.552
2. C 0.348
3. C -0.115
4. O -0.317
5. C -0.656
6. Rh 1.332
7. H 0.412
8. H 0.464

No. 3
Molecular formula: CH2N4O2
Method: DFT, ωB97M-V with the def2-TZVPD basis set

```
9
Properties=species:S:1:pos:R:3:forces:R:3
C 1.475 -0.019 0.086 2.3776 2.2509 0.2698
N 0.610 0.968 0.157 0.3119 1.4042 -0.1942
N 0.929 -1.202 0.027 1.0995 -3.2107 0.1588
N -0.476 0.323 0.057 -7.2971 -0.0335 0.5049
N -0.340 -1.032 0.087 0.3472 2.1643 -0.7186
O -1.263 -1.815 0.065 -0.9616 -0.7887 0.1570
O -2.015 0.871 0.083 4.8091 -0.2033 -0.4336
H 2.551 0.242 0.099 -0.9330 -0.7624 -0.0374
H -2.482 0.184 0.571 0.2464 -0.8208 0.2934
```
Forces are in eV/Å.

Values from the calculation:
* energy above the lowest of the compared OMol25 structures with the same formula, charge and spin: 5.291 eV
* frontier orbital gap: 0.336 Eh
* max |F|: 7.3 eV Å⁻¹
* net charge: 0
* E_HOMO: -9.732 eV
* energy: -408.5911 hartree

Atom charges from the Mulliken analysis, given in e for atoms 1 to 8:
1. C 0.036
2. N -0.552
3. N -0.604
4. N 0.481
5. N 0.980
6. O -0.739
7. O -0.384
8. H 0.407

No. 4
Molecular formula: C4H7FNO
Method: DFT, ωB97M-V with the def2-TZVPD basis set

```
14
Properties=species:S:1:pos:R:3:forces:R:3
C 0.193 -1.075 0.739 0.4544 2.3032 -0.6104
C 1.278 -0.439 -1.187 1.0509 -0.2315 -2.6997
C -0.819 -0.381 -0.203 -0.8661 -1.7575 0.3548
C -0.893 1.102 0.132 0.9152 -2.5436 0.4758
N 1.431 -0.598 0.116 -0.4001 0.4659 -3.0496
O 2.435 -0.005 0.647 0.4285 0.1833 1.8990
F -2.138 -1.091 0.220 0.6002 1.0936 0.0865
H 0.212 -0.774 1.766 -0.0220 0.9553 1.1453
H 0.191 -2.097 0.833 -0.4253 -2.7696 -0.5864
H 0.760 -1.072 -1.967 0.5149 0.6034 1.8088
H 1.991 0.314 -1.669 -0.7260 -1.0444 0.9831
H -1.812 1.427 -0.235 -1.0952 1.2681 -1.3185
H 0.073 1.450 -0.244 -0.6694 0.8564 0.0992
H -0.985 1.170 1.193 0.2400 0.6176 1.4123
```
Forces are in eV/Å.

Values from the calculation:
* energy above the lowest of the compared OMol25 structures with the same formula, charge and spin: 1.954 eV
* frontier orbital gap (spin up / spin down): 0.229 / 0.229 Eh
* max |F|: 3.1 eV Å⁻¹
* net charge: -1
* E_HOMO (spin up / spin down): -1.799 / -1.799 eV
* energy: -386.2948 hartree

Atom charges from the Mulliken analysis, given in e for atoms 1 to 8:
1. C -0.675
2. C -0.565
3. C 0.210
4. C -1.262
5. N 0.355
6. O -0.734
7. F -0.407
8. H 0.300

No. 5
Molecular formula: C10H19N3O4S
Method: DFT, ωB97M-V with the def2-TZVPD basis set

```
37
Properties=species:S:1:pos:R:3:forces:R:3
C -1.694 -1.047 -0.096 1.2437 -3.1411 -0.6702
C -0.237 -0.780 0.582 -0.6790 0.7236 3.0700
C -2.626 -0.005 0.385 -0.9726 0.7824 -0.2312
C -3.892 -0.193 -0.408 -1.9970 -1.5807 -5.6182
C -5.267 0.517 -0.229 0.5592 3.2329 3.8256
C 1.472 0.891 0.475 2.0334 1.3201 1.4395
C 1.808 2.277 -0.137 -3.1078 -3.9012 -1.9359
C 2.955 0.259 0.488 -2.4074 0.4896 1.9625
C 3.301 -0.107 -0.962 -2.8813 4.7331 1.6621
C 5.800 -0.651 0.483 -1.6005 1.4892 1.2758
H -0.728 -2.947 -0.077 -5.4982 0.2847 0.5973
H -2.479 -2.978 1.016 2.1616 1.4613 -3.3575
H -1.853 -0.851 -1.238 1.6581 -0.7076 1.6176
H -2.833 0.078 1.419 0.0746 -0.2004 1.2496
H -2.111 0.915 0.050 -0.5684 0.0769 0.4500
H -3.625 0.302 -1.559 -0.6388 -1.6533 2.7990
H -4.131 -1.458 -0.700 0.8320 3.8620 1.1010
H -7.331 0.411 -0.974 2.9935 0.1029 0.5409
H -6.061 -0.490 -2.051 -0.7243 2.7240 4.6090
H -0.134 0.500 -0.948 2.5926 -0.8979 1.6133
H 1.094 0.986 1.520 0.5277 0.0310 -0.4425
H 3.580 1.038 0.933 0.2989 -0.5016 -0.3324
H 2.786 -0.472 1.325 0.8583 -0.3903 -1.4504
H 3.573 0.894 -1.457 -0.7687 -1.3601 0.3712
H 2.300 -0.457 -1.274 0.9815 -0.2961 -0.8694
H 6.419 0.569 0.436 -2.8321 -3.5663 0.3010
H 5.147 -1.074 1.528 1.9718 2.1676 -3.0570
H 6.692 -1.245 0.544 0.1266 -0.8522 -0.8243
H 2.635 2.822 1.627 -0.0139 0.4411 -5.0366
N -2.052 -2.649 -0.035 4.0767 0.9178 2.6442
N -6.276 0.191 -1.020 -2.1496 -4.0916 -6.4218
N 0.558 0.044 -0.211 -3.6291 0.5907 -1.6745
O 0.035 -1.020 1.818 -1.0922 0.3001 -5.0341
O -5.463 1.450 0.611 1.0898 -2.4922 -1.5438
O 1.458 2.474 -1.274 0.0973 0.9601 -0.0889
O 2.656 2.986 0.496 1.5520 2.1047 6.1737
S 4.524 -1.180 -1.082 5.8317 -3.1628 1.2853
```
Forces are in eV/Å.

Values from the calculation:
* energy above the lowest of the compared OMol25 structures with the same formula, charge and spin: 10.359 eV
* frontier orbital gap: 0.311 Eh
* max |F|: 7.9 eV Å⁻¹
* net charge: 0
* E_HOMO: -8.555 eV
* energy: -1255.5339 hartree

Atom charges from the Mulliken analysis, given in e for atoms 1 to 8:
1. C 0.146
2. C -0.295
3. C -0.151
4. C -0.570
5. C 0.391
6. C -0.095
7. C 0.404
8. C -0.972

No. 6
Molecular formula: C22H21BrF4N5PY
Method: DFT, ωB97M-V with the def2-TZVPD basis set

```
55
Properties=species:S:1:pos:R:3:forces:R:3
Y -0.290 -0.185 0.496 -0.1073 -0.0599 -1.0397
C 3.590 -3.278 0.222 0.4589 0.3102 0.0700
N 2.253 -3.846 0.076 -0.5600 0.3443 0.2003
C 2.265 -5.268 -0.230 0.0557 -0.6385 -0.2471
C 1.186 -3.052 0.120 0.4164 -0.1770 0.0124
N 1.294 -1.730 0.194 -0.0246 0.2876 -0.1024
N -0.065 -3.655 0.143 0.2300 -0.7634 0.0290
C -1.337 -3.191 -0.107 -0.2267 -0.1136 -0.0781
N -2.243 -4.140 -0.336 -0.0014 -0.0880 -0.0092
N -1.647 -1.914 -0.083 -0.0204 0.1888 -0.0995
H 4.288 -4.070 0.484 -0.1388 0.0043 -0.0104
H 3.618 -2.543 1.029 -0.0277 -0.0666 0.0152
H 3.949 -2.825 -0.704 -0.1013 0.0007 -0.0492
H 2.919 -5.789 0.469 -0.0665 0.1077 0.0267
H 2.656 -5.419 -1.239 -0.0315 0.0086 0.0386
H 1.297 -5.754 -0.176 -0.0561 0.0389 -0.0163
H 2.273 -1.450 0.078 -0.4111 -0.0473 0.0714
H -0.021 -4.663 0.263 -0.0120 0.3413 -0.0226
H -2.017 -5.120 -0.427 0.0736 0.0872 -0.0221
H -3.215 -3.910 -0.486 0.0804 0.0459 0.0616
H -2.628 -1.784 -0.350 0.3435 0.0266 0.1205
F -0.028 6.236 4.281 0.0084 -0.0655 -0.0491
C 0.011 4.967 3.977 0.0167 -0.5702 -0.0234
C 0.091 3.996 4.985 -0.0008 -0.0730 -0.3490
F 0.130 4.333 6.250 -0.0035 0.0634 -0.1175
C 0.131 2.654 4.613 0.0192 0.0491 -0.5137
F 0.218 1.695 5.531 -0.0216 0.4019 0.3648
C 0.087 2.232 3.283 0.0325 -0.1516 0.1775
P 0.089 0.407 3.063 -0.1760 0.9553 0.8342
C -1.482 -0.147 3.796 0.4663 -0.0562 -0.1547
C -2.581 -0.113 2.921 0.5585 0.0408 -0.0569
C -3.839 -0.456 3.377 -0.2033 0.0226 -0.1173
C -4.005 -0.845 4.703 0.0868 0.0219 -0.1790
C -2.920 -0.882 5.564 0.0650 -0.0179 0.0816
C -1.653 -0.534 5.123 -0.0805 -0.0126 -0.1986
C 1.617 -0.188 3.808 -0.1025 -0.1687 -0.1345
C 2.782 0.554 3.574 -0.3983 -0.0833 0.0349
C 3.992 0.076 4.038 0.0978 -0.1366 0.0263
C 4.045 -1.138 4.717 -0.0790 0.0300 -0.0396
C 2.886 -1.869 4.946 0.1677 -0.0323 -0.0224
C 1.668 -1.413 4.476 -0.0736 0.3162 -0.1209
C 0.003 3.213 2.293 0.0527 -0.0554 0.4410
Br -0.048 2.789 0.396 -0.0070 0.0161 0.5229
C -0.027 4.564 2.632 -0.0167 -0.4759 -0.1443
F -0.096 5.459 1.672 -0.0164 0.3303 -0.0089
H -2.446 0.247 1.875 -0.3036 -0.0750 0.5030
H -4.694 -0.408 2.720 -0.0690 0.0007 -0.0562
H -4.985 -1.120 5.062 -0.1014 0.0136 0.0141
H -3.056 -1.174 6.593 -0.0505 -0.0399 0.1075
H -0.823 -0.552 5.813 0.0749 0.0196 -0.0012
H 2.730 1.503 3.052 0.0640 0.0355 0.0459
H 4.893 0.649 3.882 0.0760 0.0376 -0.0184
H 4.994 -1.516 5.065 0.0763 0.0155 0.1065
H 2.932 -2.792 5.502 0.0286 -0.1310 0.0429
H 0.767 -1.985 4.646 -0.0604 -0.0626 0.0535
```
Forces are in eV/Å.

Values from the calculation:
* frontier orbital gap: 0.266 Eh
* max |F|: 1.3 eV Å⁻¹
* net charge: +3
* E_HOMO: -17.185 eV
* energy: -4477.0081 hartree

Atom charges from the Mulliken analysis, given in e for atoms 1 to 8:
1. Y 1.015
2. C -1.223
3. N -0.003
4. C -0.937
5. C 0.691
6. N -0.465
7. N -0.119
8. C 0.613

No. 7
Molecular formula: BF4Tl
Method: DFT, ωB97M-V with the def2-TZVPD basis set

```
6
Properties=species:S:1:pos:R:3:forces:R:3
Tl -0.297 -1.756 1.189 -1.1700 -1.9185 1.0298
B 0.034 0.333 -0.266 1.5474 6.9863 -5.1697
F 0.948 -0.313 0.622 2.3439 -1.2439 1.1334
F -1.147 -0.399 -0.222 -1.7361 -2.4703 0.5670
F -0.101 1.555 0.170 -1.3984 1.6623 3.2033
F 0.563 0.581 -1.493 0.4132 -3.0159 -0.7638
```
Forces are in eV/Å.

Values from the calculation:
* energy above the lowest of the compared OMol25 structures with the same formula, charge and spin: 0.526 eV
* frontier orbital gap: 0.117 Eh
* max |F|: 8.8 eV Å⁻¹
* net charge: +2
* E_HOMO: -22.535 eV
* energy: -595.8461 hartree

Population analysis type Mulliken, resulting atomic charges in e:
1. Tl 2.018
2. B 0.556
3. F -0.078
4. F -0.163
5. F -0.165
6. F -0.168

No. 8
Molecular formula: C20H24ClN3O4S
Method: DFT, ωB97M-V with the def2-TZVPD basis set

```
53
Properties=species:S:1:pos:R:3:forces:R:3
C -3.461 -2.485 -1.393 0.2340 0.2134 0.3599
C -3.099 -1.508 -0.285 -0.3340 0.0501 -0.2057
H -3.076 -0.477 -0.663 0.0092 -0.0738 0.1016
H -3.834 -1.576 0.527 0.1336 0.0582 -0.0362
O -1.812 -1.864 0.199 -0.0629 -0.0442 -0.1737
C -1.287 -1.179 1.222 -0.0693 0.2208 0.4645
C -0.025 -1.580 1.665 0.1298 -0.6522 -0.3882
C 0.617 -0.939 2.701 0.0374 0.1267 0.1493
C -0.008 0.127 3.329 -0.1371 -0.1409 -0.1967
C -1.269 0.533 2.924 0.2147 -0.1199 0.0490
C -1.904 -0.114 1.882 -0.0604 -0.2966 -0.2258
H -2.876 0.235 1.574 -0.0942 0.0105 -0.0817
H -1.756 1.359 3.419 -0.0286 0.0747 0.0512
Cl 0.795 0.956 4.618 0.1154 0.1267 0.1694
H 1.590 -1.295 3.001 0.0870 0.0366 0.1189
S 0.821 -2.952 0.873 0.1301 0.0031 -0.0731
O 2.031 -3.175 1.615 0.0135 0.3409 -0.0709
O -0.088 -4.043 0.694 -0.0937 0.2848 -0.1335
N 1.264 -2.370 -0.604 -0.3090 -0.2943 0.8425
C 0.488 -2.602 -1.789 -0.5034 -0.1665 -0.3706
H 1.036 -3.273 -2.466 -0.0614 -0.0042 0.0988
C 0.175 -1.269 -2.491 0.0221 -0.0251 0.0952
H 0.081 -1.436 -3.564 0.0147 0.0087 -0.0261
H -0.763 -0.862 -2.115 -0.0115 -0.0556 -0.0798
C 1.277 -0.238 -2.200 -0.2159 -0.0566 -0.1084
C 0.894 0.583 -0.962 0.2242 -0.1146 -0.5289
O -0.235 0.626 -0.518 -0.1555 0.1048 0.0987
N 1.897 1.315 -0.432 0.4260 0.2649 0.2354
H 2.817 1.282 -0.836 -0.0975 -0.0888 -0.0239
C 1.703 2.117 0.759 -0.1904 -0.0564 0.0681
C 0.622 3.155 0.599 -0.1000 0.2172 -0.0044
C 0.338 3.741 -0.627 -0.0399 0.0301 0.1977
C -0.671 4.688 -0.693 0.2566 -0.1239 -0.2362
N -1.377 5.078 0.353 -0.4422 0.3755 -0.0154
C -1.096 4.531 1.523 0.0981 -0.1176 0.2475
C -0.114 3.571 1.702 0.1089 0.0215 -0.2332
H 0.079 3.155 2.678 0.0038 -0.0712 0.1645
H -1.692 4.880 2.356 -0.0043 -0.0322 0.1394
H -0.928 5.161 -1.633 0.0456 -0.0128 -0.1237
H 0.882 3.459 -1.516 0.0208 -0.0463 -0.0948
H 1.437 1.464 1.598 0.0898 0.1249 -0.0512
H 2.649 2.612 0.992 -0.0539 -0.1096 0.0061
C 2.619 -0.962 -2.045 -0.2155 0.0059 0.1321
H 3.464 -0.273 -2.000 0.0614 -0.0752 -0.0285
C 2.592 -1.840 -0.790 0.6885 -0.0191 0.2205
H 3.326 -2.653 -0.878 -0.0307 0.1574 0.0324
H 2.842 -1.265 0.105 0.1643 0.0460 -0.1389
H 2.765 -1.587 -2.928 0.0686 0.0614 -0.0263
H 1.338 0.473 -3.034 -0.0132 -0.0274 0.0973
H -0.420 -3.108 -1.467 0.0001 -0.0427 -0.2856
H -4.481 -2.305 -1.723 -0.0822 0.0126 -0.0553
H -3.378 -3.502 -1.020 -0.0441 -0.1213 0.0056
H -2.789 -2.370 -2.238 0.0527 0.0117 -0.1288
```
Forces are in eV/Å.

Values from the calculation:
* energy above the lowest of the compared OMol25 structures with the same formula, charge and spin: 0.962 eV
* SMILES: CCOc1ccc(Cl)cc1S(=O)(=O)N1CCC(C(=O)NCc2ccncc2)CC1
* frontier orbital gap: 0.330 Eh
* max |F|: 0.9 eV Å⁻¹
* net charge: 0
* E_HOMO: -8.592 eV
* energy: -2100.1413 hartree

Atom charges from the Mulliken analysis, given in e for atoms 1 to 8:
1. C -1.385
2. C -0.339
3. H 0.360
4. H 0.414
5. O -0.168
6. C 0.229
7. C 0.278
8. C -0.524